Computed, not measured: an isolated ion of composition BrH3O3P and charge +1, with ωB97M-V/def2-TZVPD.

Computed properties:
Charge: +1
E_HOMO (hartree): -0.6044
Energy above the lowest of the compared OMol25 structures with the same formula, charge and spin (eV): 0.419
Orbital gap (eV): 11.845
E_LUMO (Eh): -0.16907
Multiplicity: 1

Each atom is followed by the atoms it is bonded to, with distances in Å.
Element x y z (Å)
1 O -0.20995 -1.31492 0.73298  P4 1.596, H6 1.014
2 O -0.13853 1.21564 0.94114  P4 1.580, H7 1.016
3 O -0.16657 0.02995 -1.42100  P4 1.547, H8 0.977
4 P 0.34425 0.01077 0.03939  O1 1.596, O2 1.580, O3 1.547, Br5 2.158
5 Br 2.50199 0.02551 0.03686  P4 2.158
6 H -1.21079 -1.19723 0.84297  O1 1.014
7 H -0.56377 2.04741 0.54102  O2 1.016
8 H -0.55662 -0.81714 -1.71336  O3 0.977